# C23H32FeGe2N2S2

C23H32FeGe2N2S2 as an isolated structure (wB97M-V/def2-TZVPD, the OMol25 dataset).

Structure (ORCA input):
```
! RIJCOSX wB97M-V def2-TZVPD def2/J DEFGRID3
* xyz 2 5
Fe 0.97039 0.22477 -1.56676
S 0.72610 -0.40136 0.74677
C 1.00807 1.21520 1.44803
C 0.56950 1.44649 2.75006
C 0.77230 2.68364 3.33777
C 1.41984 3.68265 2.62367
C 1.87222 3.44663 1.33436
C 1.67867 2.20914 0.72225
S 2.28822 1.97573 -0.92415
H 0.06716 0.65608 3.29436
H 0.42440 2.86444 4.34630
H 1.57963 4.65334 3.07476
H 2.38371 4.22574 0.78362
N 5.59874 -2.23792 0.34643
C 5.05410 -1.53769 -0.87759
C 3.53183 -1.64873 -0.91626
N 2.96977 -0.90361 -2.04269
H 6.61487 -2.13709 0.41621
H 5.39068 -3.23955 0.33075
H 5.19124 -1.85086 1.20211
H 5.52628 -1.98878 -1.74803
H 5.36040 -0.49488 -0.80705
H 3.11801 -1.24033 0.00697
H 3.22213 -2.69328 -0.99094
H 3.13665 -1.37827 -2.92527
H 3.41796 0.01072 -2.09523
C -0.42221 -2.78265 -2.13241
Ge -1.72959 -2.62057 -0.65537
C -1.14994 -3.71742 0.84381
C -3.52842 -3.05698 -1.23674
Ge -1.52397 -0.26516 0.03525
C -1.31778 0.91801 -1.54757
C -1.70327 0.42027 -2.81100
C -1.77767 1.25865 -3.91455
C -1.47481 2.60786 -3.77529
C -1.08136 3.11796 -2.54411
C -0.99149 2.28420 -1.44068
C -2.42087 0.59085 1.50132
C -2.77857 1.93673 1.48603
C -3.40026 2.49673 2.59419
C -3.67896 1.71488 3.70682
C -3.34092 0.36714 3.71874
C -2.71262 -0.19492 2.61838
H 0.25079 -3.62041 -1.94214
H 0.19484 -1.88885 -2.26956
H -0.93613 -2.96300 -3.07717
H -1.08309 -4.75437 0.51108
H -1.87709 -3.66586 1.65372
H -0.17866 -3.39809 1.22016
H -3.57706 -4.12395 -1.46060
H -3.81095 -2.49999 -2.12977
H -4.24415 -2.83737 -0.44508
H -1.98132 -0.62186 -2.91992
H -2.08818 0.86592 -4.87397
H -1.54754 3.26644 -4.63097
H -0.84245 4.16863 -2.44247
H -0.67712 2.69496 -0.48956
H -2.59659 2.55236 0.61534
H -3.67443 3.54366 2.58529
H -4.17336 2.15373 4.56314
H -3.57585 -0.24400 4.58018
H -2.44180 -1.24579 2.63504
*
```

Properties
Lowest unoccupied orbital energy (alpha / beta) (eV): -5.80 / -5.80
HOMO level (alpha / beta) (eV): -12.857 / -12.978
⟨S²⟩: 6.016
Orbital gap (alpha / beta) (Eh): 0.25936 / 0.26367
ΔE to the lowest compared entry with this formula, charge and spin (kcal per mole): 0.0

---

# C23H32N2O5

One molecule with the formula C23H32N2O5 (wB97M-V/def2-TZVPD, the OMol25 dataset).

Structure (ORCA input):
```
! RIJCOSX wB97M-V def2-TZVPD def2/J DEFGRID3
* xyz 0 1
C -0.13727 -4.60885 0.28029
C 0.02122 -3.65691 -0.89251
O 0.97765 -2.64385 -0.54741
C 0.65519 -1.37364 -0.71673
O -0.37951 -0.97739 -1.20266
C 1.73714 -0.44937 -0.16346
C 2.12288 0.59402 -1.21826
C 3.12433 1.61812 -0.67203
C 4.43102 0.96542 -0.32295
C 4.68877 0.54903 0.97680
C 5.87906 -0.08269 1.29087
C 6.82798 -0.30652 0.30786
C 6.57977 0.10433 -0.99066
C 5.38838 0.73486 -1.30249
N 1.29940 0.16358 1.08605
C 0.05636 0.91053 1.06958
C 0.05489 1.83894 2.29217
C -1.15707 -0.01163 1.18286
O -1.02757 -1.12250 1.71388
N -2.34827 0.43003 0.77797
C -3.56221 -0.33051 1.06144
C -3.69724 -1.57138 0.14330
O -4.59197 -1.70049 -0.64582
O -2.77329 -2.48969 0.33860
C -4.71700 0.65268 0.88505
C -4.13113 1.93580 0.27500
C -4.68999 2.24925 -1.11432
C -3.86876 1.35590 -2.03898
C -2.45281 1.48281 -1.47837
C -2.63269 1.64805 0.04482
H 0.80597 -5.10419 0.49612
H -0.88907 -5.35420 0.04008
H -0.45547 -4.06011 1.16261
H 0.40875 -4.17710 -1.77382
H -0.92967 -3.17772 -1.14107
H 2.61404 -1.05665 0.08114
H 2.56272 0.06699 -2.06742
H 1.22619 1.10311 -1.57576
H 3.28576 2.38511 -1.43242
H 2.69876 2.08561 0.21542
H 3.94504 0.71974 1.74122
H 6.06796 -0.40136 2.30589
H 7.75810 -0.79821 0.55250
H 7.31696 -0.06612 -1.76198
H 5.20005 1.05585 -2.31767
H 1.22071 -0.55922 1.79831
H 0.00479 1.49140 0.14913
H 0.91583 2.50003 2.24644
H 0.12449 1.24429 3.20007
H -0.85156 2.43698 2.33753
H -3.49087 -0.71480 2.08893
H -2.06535 -2.15985 0.96399
H -5.45355 0.20627 0.21599
H -5.20044 0.85680 1.83910
H -4.27383 2.77540 0.95791
H -4.51191 3.29942 -1.35450
H -5.75933 2.05840 -1.17819
H -4.21438 0.32551 -1.96679
H -3.92739 1.66666 -3.08035
H -1.96790 2.37223 -1.88403
H -1.83635 0.61618 -1.70586
H -2.00633 2.45559 0.42757
*
```

Properties
Lowest unoccupied orbital energy (eV): 0.55
HOMO level (eV): -9.088
Orbital gap (Eh): 0.35428
ΔE to the lowest compared entry with this formula, charge and spin (kcal per mole): 1.0
Structure (SMILES): CCOC(=O)[C@@H](CCc1ccccc1)N[C@H](C)C(=O)N1[C@H](C(=O)O)C[C@@H]2CCC[C@@H]21

---

# C23H32N4O4S

One molecule with the formula C23H32N4O4S (wB97M-V/def2-TZVPD, the OMol25 dataset).

Structure (ORCA input):
```
! RIJCOSX wB97M-V def2-TZVPD def2/J DEFGRID3
* xyz 0 1
C 1.77460 3.93327 1.26236
C 1.90513 2.42086 1.13714
C 2.92728 1.97538 0.08403
C 2.57198 2.44309 -1.32435
N 2.98302 0.52682 0.09288
C 4.06087 -0.16732 0.46340
O 5.12591 0.32063 0.78708
C 3.88089 -1.68522 0.49725
S 2.85633 -2.37675 -0.82560
C 1.29694 -2.50267 -0.02013
N 1.22248 -2.06314 1.18369
C 0.02574 -2.11597 1.83431
C -0.08052 -1.58416 3.12460
C -1.28550 -1.63367 3.78531
C -2.40569 -2.21394 3.18831
C -2.31725 -2.73706 1.91903
C -1.10459 -2.68859 1.22796
C -1.00072 -3.19949 -0.12972
O -1.91135 -3.70120 -0.76154
N 0.26444 -3.06461 -0.71279
C 0.39481 -3.51613 -2.08680
C -0.34355 -2.60389 -3.07129
C 0.01647 -1.12658 -2.89483
C -0.50950 -0.52534 -1.60248
O 0.22464 -0.01808 -0.76819
N -1.84089 -0.59921 -1.43863
C -2.51770 0.03102 -0.33427
C -3.28055 1.29186 -0.79869
C -3.62961 2.19273 0.39118
C -2.36477 3.04784 0.54036
C -1.66957 2.91957 -0.82921
O -2.48758 2.09363 -1.64296
H 2.74955 4.38470 1.43142
H 1.13075 4.18505 2.10222
H 1.34091 4.36658 0.36502
H 0.93921 1.97999 0.88184
H 2.21527 2.00681 2.09936
H 3.92627 2.33122 0.35810
H 1.58642 2.07261 -1.59722
H 2.57620 3.52683 -1.38589
H 3.29849 2.05516 -2.03454
H 2.10564 0.07015 -0.12787
H 3.39886 -1.96776 1.43457
H 4.85934 -2.15742 0.41595
H 0.79402 -1.14072 3.57351
H -1.36778 -1.22180 4.78055
H -3.34095 -2.25070 3.72633
H -3.16618 -3.19394 1.43227
H 1.45632 -3.56589 -2.33116
H -0.03852 -4.51930 -2.14476
H -0.07679 -2.92104 -4.08056
H -1.41617 -2.75390 -2.94293
H -0.40359 -0.55029 -3.72261
H 1.10159 -1.00410 -2.90695
H -2.41535 -0.94970 -2.18836
H -3.21475 -0.67401 0.12654
H -1.74755 0.30188 0.39124
H -4.15444 0.99185 -1.38618
H -4.48695 2.81610 0.13860
H -3.86046 1.61782 1.28503
H -1.72227 2.66306 1.33117
H -2.60515 4.08329 0.77092
H -1.56769 3.87580 -1.34685
H -0.67641 2.46796 -0.72615
*
```

Properties
Lowest unoccupied orbital energy (eV): 0.35
HOMO level (eV): -8.402
Orbital gap (Eh): 0.32177
ΔE to the lowest compared entry with this formula, charge and spin (kcal per mole): 12.4
Structure (SMILES): CC[C@H](C)NC(=O)CSc1nc2ccccc2c(=O)n1CCCC(=O)NC[C@H]1CCCO1

---

We obtain max |F| values of 0.385, 0.647, 0.969 eV Å⁻¹ for the records listed above, in that order.